Entry 1:
ORCA calculation (the ωB97M-V functional and the def2-TZVPD basis) on C32H48FeN4P2S2 as an isolated structure.

```
89
Properties=species:S:1:pos:R:3:forces:R:3:lowdin_spin:R:1
Fe -0.642 0.475 0.171 -0.399 -0.193 0.648 3.634
C 2.735 -1.455 2.472 0.017 0.041 -0.037 0.001
C 2.827 0.073 2.437 -0.033 -0.281 -0.278 0.009
C 3.934 0.537 1.493 0.043 0.006 0.036 0.001
P 1.167 0.766 1.990 0.020 0.690 0.153 0.026
C 1.487 2.601 2.158 -0.135 -0.057 0.064 0.004
C 0.283 3.411 1.675 0.030 -0.009 0.014 0.003
C 1.944 3.127 3.516 0.127 0.027 -0.033 0.001
C 0.136 0.224 3.372 -0.047 -0.064 -0.062 0.004
C 0.345 0.557 4.711 -0.051 0.034 -0.017 0.000
C -0.572 0.218 5.690 -0.020 -0.010 -0.010 0.003
C -1.743 -0.433 5.305 -0.003 -0.015 -0.036 0.000
C -1.937 -0.831 3.997 0.020 0.019 -0.005 0.003
C -0.961 -0.595 3.004 -0.025 -0.191 -0.032 0.006
N -1.036 -1.066 1.706 0.005 -0.023 -0.177 0.062
C -1.729 -2.218 1.397 0.142 0.094 0.167 0.004
C -1.979 -3.266 2.319 -0.025 0.012 -0.064 0.003
C -2.654 -4.412 1.954 0.033 0.050 0.004 0.000
C -3.105 -4.598 0.647 0.019 0.000 -0.003 0.002
C -2.809 -3.624 -0.287 0.029 -0.039 0.013 0.000
C -2.126 -2.458 0.059 -0.024 0.102 0.057 0.001
P -1.534 -1.298 -1.199 -0.228 -0.575 -0.495 0.028
C -2.987 -1.156 -2.357 0.072 0.308 -0.005 0.008
C -2.698 -0.289 -3.592 -0.019 -0.024 0.093 0.001
C -4.214 -0.607 -1.627 -0.004 -0.034 0.020 0.000
C -0.346 -2.425 -2.097 0.189 0.242 -0.006 0.011
C 0.447 -1.708 -3.194 -0.102 -0.027 0.086 0.001
C 0.632 -3.002 -1.065 -0.029 -0.019 -0.042 0.002
H 3.692 -1.889 2.778 -0.038 0.019 -0.015 0.000
H 2.484 -1.852 1.481 0.028 0.029 0.086 0.000
H 1.966 -1.794 3.168 0.020 0.009 -0.043 0.000
H 3.044 0.440 3.443 -0.005 -0.041 0.072 0.001
H 3.704 0.266 0.460 -0.002 0.024 -0.001 0.000
H 4.882 0.062 1.763 -0.053 0.023 -0.002 0.000
H 4.083 1.618 1.521 0.004 -0.070 0.001 0.000
H 2.295 2.755 1.439 0.016 0.006 -0.084 0.000
H -0.592 3.226 2.299 -0.040 -0.010 -0.009 0.000
H 0.021 3.173 0.644 -0.029 -0.039 -0.024 0.001
H 0.511 4.480 1.711 0.017 -0.038 0.032 0.000
H 1.144 3.049 4.252 0.021 0.040 -0.010 0.000
H 2.197 4.188 3.418 0.015 -0.059 0.023 0.000
H 2.830 2.613 3.900 -0.080 0.011 0.001 0.000
H 1.241 1.090 5.002 -0.017 -0.011 -0.044 0.000
H -0.396 0.483 6.725 -0.014 -0.002 -0.029 0.000
H -2.511 -0.639 6.042 0.027 -0.001 -0.048 0.000
H -2.856 -1.331 3.717 0.045 0.007 0.041 0.000
H -1.610 -3.171 3.331 -0.028 -0.018 0.008 0.000
H -2.825 -5.183 2.698 0.021 0.035 -0.032 0.000
H -3.644 -5.494 0.364 0.009 0.032 0.011 0.000
H -3.109 -3.785 -1.319 0.020 0.034 0.045 0.000
H -3.204 -2.174 -2.685 -0.006 -0.095 -0.045 0.001
H -2.215 0.650 -3.309 -0.032 -0.043 -0.007 0.000
H -3.640 -0.042 -4.090 0.038 -0.015 0.039 0.000
H -2.073 -0.796 -4.323 0.042 -0.016 -0.023 0.000
H -4.088 0.453 -1.403 0.013 -0.004 0.021 0.000
H -4.404 -1.123 -0.686 -0.001 0.007 -0.008 0.000
H -5.095 -0.716 -2.268 0.064 0.000 0.029 0.000
H -0.940 -3.232 -2.532 -0.012 -0.099 0.000 0.001
H 0.989 -0.864 -2.766 -0.187 -0.133 -0.105 0.000
H -0.180 -1.322 -3.993 -0.047 -0.012 -0.037 0.000
H 1.174 -2.395 -3.642 -0.034 0.030 0.044 0.000
H 1.067 -2.198 -0.457 -0.024 -0.042 -0.013 0.002
H 1.448 -3.528 -1.571 -0.037 0.012 0.015 0.000
H 0.145 -3.697 -0.381 0.033 0.056 -0.001 0.000
S -2.744 1.405 1.060 0.208 0.132 -0.054 0.079
C -2.646 2.516 -0.261 -0.049 0.075 -0.076 0.014
C -3.504 3.615 -0.447 0.003 -0.024 -0.076 0.003
C -3.307 4.450 -1.526 -0.021 -0.054 0.085 0.002
C -2.263 4.193 -2.417 -0.064 0.020 -0.003 0.002
C -1.466 3.096 -2.173 -0.002 -0.182 0.016 0.005
N -1.648 2.271 -1.133 0.267 0.223 0.060 0.032
H -4.297 3.785 0.270 0.026 0.013 -0.041 0.001
H -3.956 5.304 -1.679 0.007 -0.023 0.018 0.000
H -2.078 4.830 -3.272 -0.002 -0.035 0.035 0.000
H -0.639 2.847 -2.830 -0.009 0.003 0.071 0.000
C 4.485 -0.957 -2.508 -0.067 0.024 0.092 0.000
N 3.212 -0.366 -2.119 0.283 -0.011 -0.015 0.001
C 2.722 0.837 -2.449 -0.053 0.008 0.084 0.006
S 1.501 1.549 -1.521 0.184 0.115 -0.261 0.025
N 3.209 1.484 -3.535 0.121 -0.103 -0.048 0.001
C 3.677 0.864 -4.776 -0.153 0.060 0.085 0.001
H 4.765 -1.676 -1.741 -0.013 0.009 0.017 0.000
H 5.266 -0.198 -2.559 -0.002 0.027 -0.002 0.000
H 4.428 -1.484 -3.459 -0.023 -0.035 -0.020 0.000
H 2.756 -0.758 -1.314 -0.043 -0.110 0.085 0.000
H 2.723 2.355 -3.659 0.005 0.143 -0.045 0.000
H 4.575 0.277 -4.635 0.079 0.019 0.021 0.000
H 3.917 1.664 -5.472 -0.027 0.024 -0.005 0.000
H 2.909 0.230 -5.227 -0.006 -0.012 0.034 0.000
```
Positions in Å, forces in eV/Å.

- Multiplicity: 5
- Frontier orbital gap (spin up / spin down): 6.4 / 6.5 eV
- LUMO level (spin up / spin down): 0.223 / 0.216 eV
- Charge: 0
- HOMO (spin up / spin down): -6.211 / -6.236 eV
- ⟨S²⟩: 6.0165

Entry 2:
ORCA calculation (the ωB97M-V functional and the def2-TZVPD basis) on C32H48LiN6O5P as an isolated structure.

```
93
Properties=species:S:1:pos:R:3:forces:R:3:lowdin_charge:R:1
Li 1.261 0.536 -0.239 -0.060 0.180 0.212 0.501
O -1.412 4.965 5.096 -0.033 0.019 -0.046 -0.053
C -2.123 4.594 3.925 0.076 -0.025 0.037 -0.208
C -1.223 3.765 3.052 -0.010 -0.005 0.049 -0.183
C -0.287 2.902 3.599 0.000 0.029 0.008 0.015
C 0.479 2.132 2.740 0.023 0.030 -0.116 -0.108
N 0.376 2.175 1.414 0.000 0.054 0.091 0.113
C -0.517 3.017 0.887 0.079 -0.034 -0.048 -0.223
C -1.331 3.822 1.672 -0.075 0.034 0.013 0.026
C -0.580 3.045 -0.607 0.012 -0.111 0.153 -0.209
C -1.280 4.005 -1.320 -0.026 0.077 -0.018 0.044
C -1.265 3.968 -2.710 -0.025 0.009 -0.018 -0.190
C -2.045 4.987 -3.500 -0.053 -0.039 0.050 -0.208
O -3.442 4.918 -3.234 0.069 0.017 -0.002 -0.052
C -0.534 2.969 -3.331 0.013 -0.019 -0.011 0.002
C 0.139 2.045 -2.543 -0.016 0.089 0.074 -0.126
N 0.103 2.075 -1.215 0.064 -0.208 -0.278 0.065
H -1.978 5.521 5.639 -0.011 -0.027 0.014 0.090
H -2.465 5.471 3.368 0.013 0.051 -0.012 0.121
H -3.005 3.998 4.183 -0.050 -0.012 0.011 0.130
H -0.156 2.839 4.670 0.019 -0.015 -0.034 0.120
H 1.215 1.444 3.138 -0.089 0.097 -0.012 0.090
H -2.052 4.492 1.220 0.009 -0.013 -0.014 0.112
H -1.830 4.791 -0.822 0.010 -0.009 0.011 0.118
H -1.836 4.869 -4.566 -0.014 -0.010 -0.039 0.117
H -1.744 5.994 -3.211 0.011 0.030 -0.001 0.127
H -3.749 4.034 -3.461 0.005 -0.004 -0.006 0.090
H -0.482 2.906 -4.412 0.009 -0.002 0.033 0.117
H 0.743 1.255 -2.973 -0.038 0.022 0.036 0.075
C -2.695 0.368 0.270 -0.053 -0.068 0.032 -0.030
N -2.938 -0.854 1.031 -0.003 -0.024 -0.012 -0.133
C -4.021 -1.754 0.656 0.067 0.051 -0.011 -0.053
C -2.038 -1.143 2.005 -0.022 0.051 -0.146 -0.527
C -2.230 -2.408 2.809 -0.007 0.003 0.019 0.018
O -1.079 -0.406 2.201 0.034 -0.101 0.144 0.032
H -3.526 0.531 -0.413 -0.010 -0.005 -0.009 0.089
H -1.764 0.302 -0.298 0.008 -0.037 -0.011 0.056
H -2.607 1.222 0.942 -0.023 -0.025 0.021 0.084
H -4.450 -1.407 -0.280 0.007 -0.002 -0.012 0.083
H -4.818 -1.777 1.402 0.002 0.014 0.013 0.089
H -3.663 -2.772 0.498 0.017 0.006 0.002 0.082
H -3.260 -2.753 2.861 0.026 0.016 0.011 0.071
H -1.855 -2.222 3.813 0.015 -0.010 -0.007 0.089
H -1.620 -3.200 2.365 -0.047 0.014 0.001 0.081
N 6.572 0.134 4.663 -0.051 0.054 0.027 0.173
C 5.250 -0.012 4.939 0.007 -0.029 -0.003 -0.497
O 4.823 -0.109 6.073 0.035 0.007 -0.026 0.064
C 4.325 -0.051 3.752 0.062 0.047 0.018 -0.133
C 4.625 0.522 2.525 0.047 0.008 -0.018 -0.001
C 3.693 0.444 1.499 -0.134 -0.091 0.094 -0.113
N 2.513 -0.164 1.643 0.094 0.083 -0.123 0.032
C 2.231 -0.710 2.829 -0.083 -0.085 -0.145 -0.151
C 3.095 -0.673 3.907 0.012 -0.046 0.025 0.006
H 7.213 0.145 5.438 0.003 -0.017 0.006 0.112
H 6.936 0.091 3.730 -0.019 -0.022 -0.015 0.093
H 5.553 1.051 2.352 -0.028 -0.005 0.005 0.111
H 3.887 0.876 0.524 -0.019 -0.030 0.004 0.087
H 1.255 -1.180 2.913 0.019 0.058 -0.018 0.101
H 2.830 -1.108 4.861 0.000 -0.001 -0.014 0.121
O 4.586 0.868 -2.862 -0.219 -0.050 0.132 -0.013
C 3.618 0.646 -2.183 -0.072 -0.078 0.043 -0.594
N 2.658 0.414 -1.516 0.472 0.116 -0.222 -0.034
C -1.709 -3.234 -3.677 -0.059 0.008 0.023 -0.114
C -1.592 -2.069 -2.692 0.039 0.046 -0.080 -0.544
C -2.000 -0.761 -3.383 0.030 -0.028 -0.024 -0.135
P 0.013 -1.829 -1.759 -0.141 -0.090 0.142 1.078
C -0.190 -3.046 -0.360 0.141 -0.110 -0.078 -0.553
C 1.143 -3.194 0.378 -0.043 0.000 -0.040 -0.113
C -0.839 -4.407 -0.619 -0.012 0.020 0.053 -0.111
C 1.423 -2.460 -2.789 0.013 0.114 -0.050 -0.550
C 1.526 -1.601 -4.055 0.028 -0.016 0.007 -0.121
C 1.573 -3.943 -3.120 0.003 0.031 -0.039 -0.105
H -2.741 -3.313 -4.032 0.032 0.001 -0.011 0.079
H -1.436 -4.189 -3.233 0.009 0.014 -0.014 0.053
H -1.077 -3.073 -4.552 0.005 -0.007 0.020 0.066
H -2.310 -2.243 -1.880 -0.003 0.019 0.051 0.080
H -1.308 -0.518 -4.195 -0.031 -0.001 0.032 0.069
H -1.998 0.079 -2.687 0.013 -0.005 -0.003 0.040
H -3.001 -0.850 -3.816 0.031 -0.007 0.002 0.076
H -0.863 -2.492 0.296 -0.051 0.049 0.066 0.053
H 1.849 -3.796 -0.198 -0.016 0.011 0.024 0.071
H 0.997 -3.692 1.341 -0.008 0.000 -0.015 0.079
H 1.611 -2.226 0.565 -0.003 -0.013 -0.021 0.041
H -0.275 -5.012 -1.328 0.015 -0.006 0.001 0.060
H -1.857 -4.311 -0.998 0.010 0.000 -0.006 0.060
H -0.891 -4.971 0.319 -0.010 0.010 -0.021 0.076
H 2.270 -2.166 -2.160 0.014 0.020 0.012 0.081
H 0.691 -1.782 -4.737 0.012 -0.003 0.001 0.058
H 2.449 -1.836 -4.591 -0.020 0.004 0.016 0.085
H 1.559 -0.541 -3.802 0.001 -0.039 -0.006 0.039
H 0.799 -4.302 -3.798 -0.017 -0.005 0.021 0.062
H 1.572 -4.572 -2.231 -0.012 -0.012 0.004 0.048
H 2.536 -4.092 -3.617 -0.023 -0.011 -0.006 0.081
```
Positions in Å, forces in eV/Å.

- Relative energy (zero: lowest compared OMol25 entry of this formula, charge and spin): 7.7 kcal per mole
- Frontier orbital gap: 7.9 eV
- LUMO level: 0.157 eV
- Charge: 0
- HOMO: -7.789 eV

Number 1: calculated total energy -114560.971 eV. Number 2: calculated total energy -62638.516 eV.